--- 1 ---
A 2-piece molecular cluster, C3H8O overall. Source: the OMol25 dataset; level of theory: wB97M-V/def2-TZVPD.

Results
Kohn-Sham gap: 0.410 hartree

Element x y z (Å)
1 C -2.6043 -4.9964 -1.1929
2 O -2.6669 -6.0448 -0.6227
3 H -3.4046 -4.2280 -1.1065
4 H -1.6640 -4.6494 -1.6492
5 C 0.9976 3.0114 0.0998
6 C 1.5745 1.9649 1.0602
7 H 0.4017 3.7322 0.6356
8 H 0.3670 2.5323 -0.6465
9 H 1.7847 3.5571 -0.4234
10 H 2.4523 1.4847 0.5939
11 H 1.9179 2.4545 1.9700
12 H 0.8440 1.1816 1.2818

Atomic partial charges in e from the natural (NBO) method, atoms 1 to 5: 0.28, -0.49, 0.10, 0.10, -0.60

--- 2 ---
A 2-piece molecular cluster, C3H8O overall. Source: the OMol25 dataset; level of theory: wB97M-V/def2-TZVPD.

Results
Kohn-Sham gap: 0.302 hartree

Element x y z (Å)
1 C -1.0086 0.8663 -1.5207
2 C -1.9828 -0.0979 -1.6857
3 C -2.0227 -0.7871 -3.0768
4 H -0.2767 0.4753 -0.6977
5 H -1.1454 1.9628 -1.7403
6 H -2.4051 -0.6755 -0.7861
7 H -0.9428 -1.0501 -3.1687
8 H -2.2832 -0.0467 -3.8653
9 H -2.7433 -1.6637 -3.0328
10 O 4.0060 0.1199 5.2051
11 H 4.1100 -0.6654 4.7061
12 H 3.7236 0.8164 4.6435

Atomic partial charges in e from the natural (NBO) method, atoms 1 to 5: -0.50, -0.11, -0.67, 0.19, 0.23

--- 3 ---
One molecule with the formula C3H8O. Source: the OMol25 dataset; level of theory: wB97M-V/def2-TZVPD.

Results
Kohn-Sham gap: 0.416 hartree

Element x y z (Å)
1 C 0.3926 0.6943 1.0931
2 C 0.3636 -0.4078 0.0301
3 C -0.5359 0.1869 -1.0446
4 O -0.1524 -1.6661 0.4931
5 H 1.3178 0.7016 1.6461
6 H 0.2984 1.6962 0.6400
7 H -0.4590 0.6250 1.7725
8 H 1.3614 -0.6232 -0.3998
9 H -0.1572 1.1421 -1.4405
10 H -0.5997 -0.5336 -1.8507
11 H -1.5364 0.3888 -0.6343
12 H -0.2932 -2.2042 -0.3049

Atomic partial charges in e from the natural (NBO) method, atoms 1 to 5: -0.63, 0.09, -0.63, -0.72, 0.21

--- 4 ---
A 2-piece molecular cluster, C3H8O overall. Source: the OMol25 dataset; level of theory: wB97M-V/def2-TZVPD.

Results
Kohn-Sham gap: 0.399 hartree

Element x y z (Å)
1 C 1.7008 -2.9605 0.0449
2 C 2.0052 -1.6472 -0.6986
3 O 1.1228 -1.0883 -1.3035
4 H 0.9623 -3.4710 -0.4940
5 H 1.5233 -2.8058 1.1614
6 H 2.5737 -3.5638 -0.1044
7 H 2.9020 -1.1615 -0.4683
8 C -2.5358 3.3674 0.3619
9 H -2.7089 3.7134 -0.6512
10 H -3.2536 3.4313 1.0757
11 H -1.7410 3.8547 0.9261
12 H -2.5507 2.3312 0.1499

Atomic partial charges in e from the natural (NBO) method, atoms 1 to 5: -0.72, 0.44, -0.51, 0.23, 0.24

The structure with the greatest stability is 3.

--- 1 ---
One molecule with the formula C3H8O. Source: the OMol25 dataset; level of theory: wB97M-V/def2-TZVPD.

Results
Kohn-Sham gap: 0.389 hartree

Element x y z (Å)
1 C 1.4124 0.0876 0.3113
2 C 0.5454 -0.9088 -0.3508
3 O -0.8779 -0.5191 0.6040
4 C -1.5681 0.5342 0.0217
5 H 2.4682 0.1799 0.0328
6 H 0.8874 0.9960 -0.0251
7 H 1.2362 0.0035 1.3748
8 H 0.2634 -1.8681 -0.0371
9 H 0.8316 -0.9803 -1.4449
10 H -0.8647 1.3723 -0.1049
11 H -1.8950 0.1699 -0.9508
12 H -2.4390 0.9330 0.5688

Atomic partial charges in e from the natural (NBO) method, atoms 1 to 5: -0.66, -0.07, -0.58, -0.25, 0.22

--- 2 ---
One molecule with the formula C3H8O. Source: the OMol25 dataset; level of theory: wB97M-V/def2-TZVPD.

Results
Kohn-Sham gap: 0.423 hartree

Element x y z (Å)
1 C -0.1451 -0.2986 -1.4700
2 C 0.5110 -0.2062 -0.0718
3 C -0.2367 0.6447 0.9033
4 O -0.1280 0.2867 2.2849
5 H -0.0013 -1.2967 -1.8959
6 H -1.1775 0.0360 -1.4728
7 H 0.4424 0.2679 -2.1972
8 H 1.5578 0.0299 -0.3044
9 H 0.6861 -1.2068 0.3543
10 H -1.3064 0.7091 0.6671
11 H 0.1504 1.6708 0.8696
12 H -0.3529 -0.6368 2.3330

Atomic partial charges in e from the natural (NBO) method, atoms 1 to 5: -0.61, -0.44, -0.07, -0.71, 0.21

--- 3 ---
One molecule with the formula C3H8O. Source: the OMol25 dataset; level of theory: wB97M-V/def2-TZVPD.

Results
Kohn-Sham gap: 0.415 hartree

Element x y z (Å)
1 C -1.0527 0.0361 -0.7614
2 C 0.1203 -0.5370 0.0647
3 C 1.1898 0.4885 0.2069
4 O -0.2965 -1.0162 1.3355
5 H -1.3106 1.0116 -0.2396
6 H -0.6881 0.2241 -1.8126
7 H -1.8685 -0.7051 -0.7600
8 H 0.5482 -1.3892 -0.4438
9 H 0.7483 1.5375 0.4450
10 H 1.8459 0.1156 0.9953
11 H 1.7466 0.5906 -0.7662
12 H -0.9826 -0.3563 1.7362

Atomic partial charges in e from the natural (NBO) method, atoms 1 to 5: -0.63, 0.09, -0.63, -0.72, 0.20

The structure with the greatest stability is 3.

--- 1 ---
A 2-piece molecular cluster, C3H5BrS overall. Source: the OMol25 dataset; level of theory: wB97M-V/def2-TZVPD.

Results
Kohn-Sham gap: 0.310 hartree

Element x y z (Å)
1 S -1.3098 2.3838 -0.0011
2 C -1.7958 1.0227 0.8061
3 Br -2.1175 -0.7793 0.3007
4 H -1.7987 1.0882 1.9076
5 C 0.9793 -0.0234 -0.5304
6 C 1.3502 -1.2904 -0.4617
7 H 1.5026 0.8279 -0.1566
8 H 0.0472 0.3060 -1.0756
9 H 0.9107 -2.1448 -0.9315
10 H 2.2317 -1.3908 0.1424

Atomic partial charges in e from the natural (NBO) method, atoms 1 to 5: 0.10, -0.41, 0.12, 0.20, -0.38

--- 2 ---
One molecule with the formula C3H5BrS. Source: the OMol25 dataset; level of theory: wB97M-V/def2-TZVPD.

Results
Kohn-Sham gap: 0.368 hartree

Element x y z (Å)
1 C -0.4020 1.1670 -0.9174
2 C -0.5774 0.2368 0.0046
3 Br -1.6751 0.5576 1.5641
4 C 0.1318 -1.1222 0.0618
5 S 1.4524 -0.9813 1.3398
6 H -0.8661 2.0414 -0.9616
7 H 0.1262 0.9332 -1.8367
8 H -0.3937 -2.0108 0.3931
9 H 0.5549 -1.1994 -0.9886
10 H 1.6492 0.3778 1.3409

Atomic partial charges in e from the natural (NBO) method, atoms 1 to 5: -0.42, -0.04, 0.03, -0.56, -0.04

--- 3 ---
One molecule with the formula C3H5BrS. Source: the OMol25 dataset; level of theory: wB97M-V/def2-TZVPD.

Results
Kohn-Sham gap: 0.324 hartree

Element x y z (Å)
1 C 0.4208 -0.0199 -1.2542
2 C 0.0776 -0.3278 0.1916
3 S 1.3878 0.3960 1.4045
4 C -0.7710 0.4309 1.0703
5 Br -1.8068 -0.4183 2.3476
6 H 0.4088 1.0977 -1.4176
7 H -0.1617 -0.6970 -2.0321
8 H 1.4081 -0.3780 -1.4755
9 H 0.0947 -1.4841 0.2725
10 H -1.0583 1.4006 0.8928

Atomic partial charges in e from the natural (NBO) method, atoms 1 to 5: -0.62, -0.33, -0.09, -0.23, 0.13

--- 4 ---
A 2-piece molecular cluster, C3H5BrS overall. Source: the OMol25 dataset; level of theory: wB97M-V/def2-TZVPD.

Results
Kohn-Sham gap: 0.321 hartree

Element x y z (Å)
1 C 1.2076 -1.4319 -0.7073
2 C -0.7189 1.1711 -0.1605
3 C -0.1139 1.2947 0.9813
4 S 0.2795 -2.6235 -1.1531
5 Br -0.9424 2.0934 2.5548
6 H 1.7495 -1.1433 -1.6571
7 H -1.7172 1.4439 -0.0654
8 H -0.5119 -2.5492 -0.0473
9 H -0.1789 0.7031 -0.9550
10 H 0.9466 1.0417 1.2097

Atomic partial charges in e from the natural (NBO) method, atoms 1 to 5: -0.54, -0.45, -0.21, 0.29, -0.01

The structure with the greatest stability is 2.

--- 1 ---
A 2-piece molecular cluster, C3H10N2O2 overall. Source: the OMol25 dataset; level of theory: wB97M-V/def2-TZVPD.

Results
Kohn-Sham gap: 0.395 hartree

Element x y z (Å)
1 C 1.2500 -0.4458 0.6256
2 C -0.2653 -0.3021 0.5141
3 N -0.9588 -0.0671 1.7995
4 C -0.6179 0.8265 -0.4397
5 N -1.4319 1.7996 0.0146
6 O -0.1487 0.8850 -1.5721
7 H 1.6244 -0.1098 1.5965
8 H 1.7647 0.1811 -0.1068
9 H 1.6084 -1.4618 0.4267
10 H -0.7104 -1.1915 0.0941
11 H -0.3987 0.5878 2.3461
12 H -0.9359 -0.9292 2.3294
13 H -1.7098 2.4680 -0.6843
14 H -2.0327 1.6628 0.8059
15 O 0.9265 -1.6626 -2.4225
16 H 0.4828 -0.8171 -2.2162
17 H 1.5535 -1.4236 -3.1108

Atomic partial charges in e from the natural (NBO) method, atoms 1 to 5: -0.63, -0.16, -0.84, 0.68, -0.81

--- 2 ---
A 2-piece molecular cluster, C3H10N2O2 overall. Source: the OMol25 dataset; level of theory: wB97M-V/def2-TZVPD.

Results
Kohn-Sham gap: 0.381 hartree

Element x y z (Å)
1 C 1.7318 2.0488 1.2720
2 C 0.9985 0.7164 0.9900
3 N -0.0498 0.8921 -0.0122
4 C -0.4439 -0.0411 -0.9581
5 N 0.5665 -0.8210 -1.4217
6 O -1.6042 -0.0782 -1.3242
7 H 2.6566 2.0837 0.7023
8 H 1.9088 2.1209 2.3420
9 H 1.1454 2.8799 0.8892
10 H 1.6942 -0.0229 0.6004
11 H 0.6004 0.2989 1.9199
12 H -0.8230 1.4685 0.3008
13 H 0.4297 -1.6567 -1.9533
14 H 1.4809 -0.3878 -1.4782
15 O -1.3040 -2.4510 0.9095
16 H -1.5503 -1.8496 0.2081
17 H -1.6655 -2.0331 1.7046

Atomic partial charges in e from the natural (NBO) method, atoms 1 to 5: -0.62, -0.21, -0.65, 0.78, -0.85

--- 3 ---
A 2-piece molecular cluster, C3H10N2O2 overall. Source: the OMol25 dataset; level of theory: wB97M-V/def2-TZVPD.

Results
Kohn-Sham gap: 0.342 hartree

Element x y z (Å)
1 C 0.1105 2.6300 -0.5115
2 C 0.3168 1.1362 -0.7382
3 C 0.7284 0.4077 0.5394
4 O 0.9183 -0.9578 0.2728
5 H 1.0275 3.0987 -0.1518
6 H -0.6709 2.8039 0.2303
7 H -0.1848 3.1256 -1.4355
8 H -0.6041 0.6838 -1.1144
9 H 1.0896 0.9691 -1.4916
10 H 1.6633 0.8453 0.9235
11 H -0.0453 0.5502 1.3109
12 H 0.8193 -1.6741 1.1492
13 N -1.3048 -2.8242 -0.1891
14 N -1.1185 -2.1909 0.9282
15 O -0.1707 -2.6840 1.6361
16 H -1.9373 -2.3968 -0.8481
17 H -0.6373 -3.5225 -0.5102

Atomic partial charges in e from the natural (NBO) method, atoms 1 to 5: -0.61, -0.41, -0.05, -0.80, 0.20

--- 4 ---
A 2-piece molecular cluster, C3H10N2O2 overall. Source: the OMol25 dataset; level of theory: wB97M-V/def2-TZVPD.

Results
Kohn-Sham gap: 0.283 hartree

Element x y z (Å)
1 C 0.7654 -0.9802 -1.3741
2 C 0.2618 -0.7269 0.0078
3 O 0.0479 -1.8191 0.7927
4 C 0.0708 0.5318 0.5759
5 N 0.5914 1.6442 -0.0905
6 N 0.0532 0.5749 1.9811
7 H 0.6474 -0.1100 -2.0179
8 H 1.8331 -1.2237 -1.3314
9 H 0.2393 -1.8227 -1.8301
10 H -0.2038 -2.5660 0.2258
11 H 0.2939 2.5343 0.2880
12 H 1.6031 1.6348 -0.1754
13 H -0.1762 -0.3248 2.3980
14 H 0.0453 1.4814 2.4274
15 O -2.2487 0.0757 -0.6432
16 H -2.2269 0.6267 -1.4447
17 H -1.5970 0.4696 0.2106

Atomic partial charges in e from the natural (NBO) method, atoms 1 to 5: -0.67, 0.32, -0.69, 0.11, -0.84

The structure with the greatest stability is 1.

--- 1 ---
One molecule with the formula C3H10N2O2. Source: the OMol25 dataset; level of theory: wB97M-V/def2-TZVPD.

Results
Kohn-Sham gap: 0.342 hartree

Element x y z (Å)
1 N -2.2334 -0.0529 -1.4142
2 C -1.1127 -0.6361 -0.2243
3 C -0.5885 0.6925 -0.0652
4 C 1.0264 0.0541 0.6746
5 N 2.0144 0.2599 -0.3319
6 O 1.2816 0.9251 1.7418
7 O 1.2080 -1.2339 1.1976
8 H -3.2090 -0.3183 -1.2857
9 H -1.9241 -0.2231 -2.3725
10 H -1.7195 -0.9869 0.6057
11 H -0.5638 -1.4233 -0.7305
12 H -0.3292 1.3322 -0.9045
13 H -1.0339 1.2585 0.7498
14 H 1.8904 1.1785 -0.7452
15 H 2.9247 0.2966 0.1305
16 H 0.7340 0.6195 2.4796
17 H 1.6348 -1.7424 0.4941

Atomic partial charges in e from the natural (NBO) method, atoms 1 to 5: -0.93, -0.21, -0.39, 0.63, -0.88

--- 2 ---
A 2-piece molecular cluster, C3H10N2O2 overall. Source: the OMol25 dataset; level of theory: wB97M-V/def2-TZVPD.

Results
Kohn-Sham gap: 0.383 hartree

Element x y z (Å)
1 N 1.9779 0.4455 -1.7655
2 C 2.3322 -0.8447 -1.9486
3 O 1.8375 -1.7599 -1.3319
4 H 1.5517 0.6652 -0.8786
5 H 2.5387 1.1635 -2.1816
6 H 3.0583 -1.0127 -2.7547
7 N -3.1437 0.7817 1.9346
8 C -2.0137 0.9828 1.0251
9 C -0.9125 -0.0073 1.3633
10 O 0.1589 0.0824 0.4177
11 H -3.9298 1.3121 1.6066
12 H -2.8850 1.0860 2.8547
13 H -1.5696 1.9852 1.1000
14 H -2.3407 0.8414 -0.0039
15 H -1.3352 -1.0135 1.3638
16 H -0.5264 0.2089 2.3629
17 H 0.2518 -0.8052 0.0507

Atomic partial charges in e from the natural (NBO) method, atoms 1 to 5: -0.82, 0.53, -0.63, 0.42, 0.38

The structure with the greatest stability is 2.